[1]
Below is a gas-phase ion, C9H20N5 (charge +1), with properties calculated with ωB97M-V/def2-TZVPD.

Values from the calculation:
E_HOMO in Ha: -0.4879
Charge: +1
HOMO-LUMO gap in eV: 10.60
Total energy in a.u.: -628.4271
Energy relative to the best compared isomer or geometry (same formula, charge and spin) in kcal/mol: 30.1
F_max in eV/Å: 4.68
Structure (SMILES): [H]/N=C(\N)N/C=N/C(=[NH+]\C(C)C)C(C)C

Last column: natural (NBO) charge in e.
Atoms and positions in Å:
H  -2.62675  0.22331  -3.04737  0.38
N  -1.64020  0.14798  -3.08875  -0.68
C  -1.01808  -0.80107  -2.57924  0.58
N  -1.34777  -1.83650  -1.76212  -0.84
N  0.47033  -0.89572  -2.70488  -0.59
C  1.25301  -0.50573  -1.75141  0.38
N  0.76883  -0.10880  -0.68182  -0.49
C  0.65399  -0.03487  0.60342  0.59
N  0.33525  1.11159  1.28031  -0.57
C  0.27299  2.41125  0.57955  -0.05
C  -0.00471  3.41033  1.70081  -0.61
C  -0.86877  2.24119  -0.37766  -0.64
C  0.88032  -1.30016  1.51033  -0.27
C  -0.39305  -1.79992  2.00498  -0.63
C  1.53100  -2.50540  0.74502  -0.60
H  -0.66668  -2.66722  -1.89770  0.41
H  -2.33928  -2.03542  -1.60304  0.41
H  0.90333  -0.89901  -3.58705  0.42
H  2.19495  -0.15621  -2.01452  0.21
H  -0.01728  0.98424  2.26506  0.43
H  1.27999  2.68942  0.02692  0.22
H  0.87675  3.58354  2.23056  0.22
H  -0.38613  4.37500  1.38273  0.24
H  -0.75811  3.02255  2.26726  0.20
H  -0.61025  1.89236  -1.34199  0.24
H  -1.51829  3.17101  -0.46280  0.24
H  -1.52176  1.37188  -0.11225  0.21
H  1.42468  -0.93058  2.32273  0.23
H  -0.25888  -2.75335  2.50279  0.24
H  -1.15306  -1.82015  1.25357  0.22
H  -0.95648  -1.29845  2.77432  0.22
H  1.02310  -2.75187  -0.18611  0.20
H  1.70991  -3.41141  1.33574  0.25
H  2.50711  -2.12381  0.41261  0.21



[2]
Below is 12 unconnected molecules or ions with the total composition C32H55Cl4F3O30, with properties calculated with ωB97M-V/def2-TZVPD.

Values from the calculation:
E_HOMO in Ha: -0.3818
Charge: 0
HOMO-LUMO gap in eV: 10.48
Total energy in a.u.: -5649.8034
F_max in eV/Å: 5.77
Structure (SMILES): O=C1OC[C@@H](F)O1.O=C1OC[C@@H](F)O1.O=C1OC[C@@H](F)O1.COC(=O)OC.COC(=O)OC.COC(=O)OC.COC(=O)OC.COC(=O)OC.COC(=O)OC.COC(=O)OC.ClCCl.ClCCl

Last column: Mulliken charge in e.
Atoms and positions in Å:
O  2.35609  -6.67952  4.75929  -0.58
C  3.47248  -6.92900  4.22188  0.69
O  4.15296  -8.03385  4.35389  -0.30
C  5.21964  -8.06531  3.44795  -0.37
C  5.45002  -6.58339  3.20623  0.31
F  5.81848  -6.31455  1.97627  -0.28
O  4.17937  -6.06644  3.43423  -0.25
H  6.08455  -8.54301  3.90818  0.28
H  4.96788  -8.51958  2.48964  0.25
H  6.18962  -6.15098  3.88010  0.25
O  -1.94690  -0.16192  0.06513  -0.53
C  -1.00942  -0.86459  0.19479  0.66
O  0.30396  -0.50163  0.14413  -0.31
C  1.14688  -1.62081  0.13375  -0.33
C  0.17700  -2.75341  0.59539  0.31
F  0.37870  -2.92019  1.94865  -0.29
O  -1.07529  -2.16547  0.37998  -0.33
H  1.57500  -1.83599  -0.84529  0.27
H  1.98426  -1.49790  0.82062  0.24
H  0.38993  -3.70414  0.10664  0.30
O  -0.46930  -8.54410  -0.39196  -0.57
C  -0.14845  -9.59623  0.18471  0.69
O  0.96518  -9.84525  0.93408  -0.29
C  0.95911  -11.14116  1.51439  -0.39
C  -0.17682  -11.78862  0.64409  0.26
F  -0.96964  -12.53991  1.39852  -0.27
O  -0.92724  -10.64290  0.27826  -0.29
H  1.85646  -11.75987  1.50722  0.29
H  0.62505  -11.04951  2.54789  0.28
H  0.24439  -12.32343  -0.20717  0.31
C  -1.73931  1.72325  4.88753  -0.66
O  -1.25822  3.03122  5.01730  -0.29
C  -2.06005  4.05677  5.06240  0.80
O  -3.27733  3.99534  4.97568  -0.59
O  -1.35024  5.20382  5.23304  -0.32
C  -1.97133  6.50688  5.15980  -0.59
H  -2.27553  1.39912  5.77944  0.31
H  -0.93769  1.03664  4.61541  0.22
H  -2.60390  1.67111  4.22583  0.33
H  -2.31318  6.66691  4.13724  0.28
H  -1.25115  7.29500  5.37961  0.22
H  -2.80430  6.62399  5.85301  0.30
C  5.35741  2.02019  -6.17928  -0.66
O  5.12460  2.92743  -5.09769  -0.32
C  4.36689  2.45364  -4.07696  0.80
O  3.82724  1.32419  -4.10976  -0.61
O  4.24430  3.35634  -3.12424  -0.29
C  4.96598  4.60673  -3.06088  -0.61
H  4.48722  1.58062  -6.66677  0.28
H  5.96089  1.13772  -5.96678  0.29
H  5.97667  2.46766  -6.95670  0.28
H  4.23145  5.36417  -2.78727  0.27
H  5.44891  5.04290  -3.93532  0.29
H  5.72893  4.66968  -2.28496  0.29
C  0.60612  5.67543  0.56313  -0.65
O  0.59782  6.63941  1.55633  -0.20
C  1.03715  7.87427  1.25887  0.71
O  1.39570  8.31519  0.16009  -0.57
O  0.97496  8.53119  2.43612  -0.25
C  1.52444  9.83843  2.53025  -0.66
H  -0.02062  5.98563  -0.27298  0.31
H  0.13840  4.73517  0.85510  0.23
H  1.61504  5.54655  0.17125  0.26
H  0.80023  10.53556  2.10877  0.29
H  2.41639  9.86371  1.90423  0.31
H  1.74980  10.14542  3.55156  0.22
C  -6.87717  4.54115  -5.44739  -0.53
O  -5.60645  3.95480  -5.69981  -0.31
C  -4.59991  4.19434  -4.84541  0.84
O  -4.57103  4.93907  -3.85908  -0.60
O  -3.59270  3.42955  -5.24048  -0.34
C  -2.33944  3.43845  -4.44790  -0.62
H  -7.57428  4.21329  -6.21854  0.25
H  -6.84827  5.62258  -5.31404  0.30
H  -7.29065  4.20647  -4.49602  0.18
H  -1.59316  2.96586  -5.08653  0.23
H  -2.39201  2.87257  -3.51779  0.29
H  -2.02810  4.47246  -4.29961  0.30
C  2.32082  -1.39497  6.68168  -0.69
O  2.15785  -0.09470  7.13582  -0.26
C  2.25257  0.19327  8.42938  0.78
O  2.41554  -0.59339  9.32802  -0.57
O  2.10698  1.45910  8.61397  -0.30
C  1.99144  2.10106  9.81360  -0.64
H  3.13817  -1.91092  7.18549  0.32
H  2.52990  -1.49999  5.61709  0.25
H  1.45037  -1.99317  6.95106  0.30
H  1.92949  3.16636  9.59134  0.22
H  2.89480  2.02176  10.41839  0.30
H  1.15091  1.66308  10.35190  0.30
C  -10.52137  2.50144  -2.20104  -0.63
O  -9.67527  3.08969  -1.20149  -0.31
C  -8.50662  2.60110  -0.90885  0.82
O  -8.06634  1.49512  -1.19025  -0.59
O  -7.92450  3.53569  -0.18910  -0.30
C  -6.56844  3.43317  0.22680  -0.57
H  -10.87389  1.50893  -1.92043  0.29
H  -10.01213  2.39646  -3.15903  0.28
H  -11.34262  3.18815  -2.40615  0.25
H  -5.91502  3.36205  -0.64273  0.22
H  -6.40065  2.47300  0.71466  0.31
H  -6.22196  4.22275  0.89360  0.25
C  -1.17919  -5.00608  -7.76254  -0.62
O  -1.41423  -4.20533  -6.67849  -0.29
C  -2.43884  -3.38172  -6.64964  0.78
O  -3.17010  -3.14672  -7.60798  -0.57
O  -2.73829  -3.03308  -5.39751  -0.26
C  -3.82048  -2.17641  -5.14974  -0.69
H  -1.92712  -5.78062  -7.93228  0.29
H  -0.19030  -5.42872  -7.58492  0.19
H  -1.22723  -4.35235  -8.63342  0.32
H  -4.77997  -2.58502  -5.46678  0.29
H  -3.72735  -1.19052  -5.60519  0.29
H  -4.06437  -1.93303  -4.11562  0.28
Cl  4.73857  -3.53276  -3.17014  -0.12
C  3.90704  -3.68441  -4.71713  -0.21
Cl  4.64196  -5.03755  -5.65201  -0.17
H  2.87341  -3.97766  -4.53352  0.25
H  4.01165  -2.81273  -5.36313  0.26
Cl  9.83024  -1.44402  0.70869  -0.16
C  8.15793  -0.97359  0.23487  -0.20
Cl  6.95504  -1.30299  1.49534  -0.13
H  8.11204  0.09577  0.02880  0.27
H  7.96515  -1.59069  -0.64269  0.22